This record from the OMol25 dataset describes one molecule with the formula C3H4O3 at a distorted geometry. The level of theory is ωB97M-V with the def2-TZVPD basis set.

* electronic energy: -9309.7317 eV
* E_LUMO (spin up / spin down): 0.026 / -0.074 Ha
* multiplicity: 3
* orbital gap (spin up / spin down): 0.235 / 0.270 Eh
* F_max: 11.137 eV/Å

```
10
Properties=species:S:1:pos:R:3:forces:R:3:nbo_charge:R:1
H -2.071 -1.659 0.366 -0.9 -2.0 0.4 0.192
H 0.191 -1.479 0.631 1.2 0.4 -0.8 0.225
C -1.591 -0.780 0.140 8.5 -4.5 -0.4 0.036
H 1.878 1.774 0.108 0.5 1.3 -0.7 0.489
H 0.030 1.368 -0.867 -0.1 -0.3 -0.5 0.181
C 0.413 0.634 -0.184 -1.9 -1.7 -1.9 0.129
O 1.498 0.977 0.409 2.8 -1.0 2.8 -0.644
O -2.291 0.204 0.215 -7.6 8.1 -0.7 -0.136
O -1.734 1.386 -0.077 -1.3 0.3 0.9 -0.172
C -0.208 -0.618 0.081 -1.1 -0.6 1.0 -0.300
```
Forces are in eV/Å.